DFT (wB97M-V/def2-TZVPD) results for C38H29BrINNiP2S2 as an isolated structure.

```
75
Properties=species:S:1:pos:R:3:mulliken_charge:R:1
Ni 0.40599 -1.16831 -0.13396 -0.53
S 0.76055 -1.31639 -2.39830 -0.61
P 2.50855 -0.54802 -1.72225 1.19
C 2.19245 -0.46414 -0.09873 0.39
P 2.45347 -0.54156 1.53586 1.01
S 0.63398 -1.18874 2.15209 -0.64
C 3.79032 -1.62563 2.10225 0.12
C 4.36239 -2.52674 1.21240 -0.06
C 5.37205 -3.38014 1.63973 -0.60
C 5.80198 -3.33854 2.95733 -0.45
C 5.22524 -2.44448 3.85184 -0.65
C 4.22401 -1.58671 3.42627 -0.47
C 2.89029 1.06070 2.27120 0.09
C 4.18614 1.54848 2.09818 -0.22
C 4.51109 2.82729 2.52073 -0.72
C 3.54402 3.62617 3.11990 -0.49
C 2.25654 3.14366 3.29671 -0.61
C 1.92719 1.86232 2.87149 -0.47
C 3.93696 -1.55142 -2.22618 -0.07
C 5.21916 -1.01512 -2.11994 -0.21
C 6.32877 -1.81602 -2.34282 -0.76
C 6.16333 -3.15328 -2.67962 -0.42
C 4.88808 -3.68823 -2.79649 -0.65
C 3.77493 -2.89009 -2.56776 -0.25
C 2.86279 1.06645 -2.46901 -0.22
C 3.07453 2.16756 -1.64939 0.35
C 3.33855 3.41114 -2.21131 -0.83
C 3.38719 3.55054 -3.58939 -0.47
C 3.17681 2.44861 -4.41186 -0.67
C 2.91771 1.20811 -3.85388 -0.35
H 4.01558 -2.55638 0.18737 0.18
H 5.82057 -4.07315 0.93929 0.44
H 6.58927 -4.00248 3.29137 0.38
H 5.56082 -2.41405 4.88055 0.39
H 3.78105 -0.88293 4.12121 0.39
H 4.94150 0.92518 1.63122 0.41
H 5.51768 3.20163 2.38434 0.43
H 3.79742 4.62596 3.44891 0.40
H 1.50206 3.76656 3.75979 0.43
H 0.92139 1.48025 2.99243 0.45
H 5.34879 0.02968 -1.86080 0.38
H 7.32291 -1.39673 -2.25587 0.40
H 7.03031 -3.77696 -2.85675 0.40
H 4.75873 -4.72864 -3.06609 0.39
H 2.77412 -3.29710 -2.64612 0.41
H 3.01837 2.04664 -0.57298 0.36
H 3.49554 4.26858 -1.56939 0.46
H 3.58474 4.52010 -4.02871 0.38
H 3.21047 2.56136 -5.48787 0.40
H 2.74579 0.34848 -4.49219 0.38
N -1.37426 -1.89242 -0.14956 -0.30
C -2.41725 -2.36259 -0.15535 0.38
C -3.73407 -2.93356 -0.15943 0.48
C -4.24168 -3.49913 1.00828 -0.40
C -5.51370 -4.04360 1.00016 -0.56
C -6.27170 -4.02364 -0.16349 -0.33
C -5.76078 -3.45950 -1.32510 -0.55
C -4.48997 -2.91197 -1.32947 -0.45
H -3.63784 -3.50676 1.90568 0.48
H -5.91460 -4.48468 1.90246 0.39
H -7.26572 -4.45082 -0.16533 0.39
H -6.35368 -3.44638 -2.22937 0.39
H -4.07745 -2.46868 -2.22573 0.48
Br -0.96359 5.56855 -0.51956 -0.19
C -2.36445 4.40705 -0.00067 0.09
C -3.60174 4.97520 0.27287 -0.45
C -4.66167 4.17322 0.66068 -0.47
C -4.48381 2.80259 0.77667 -0.70
C -3.24818 2.24011 0.50249 -0.35
C -2.17463 3.03451 0.10828 0.18
I -0.35987 2.08048 -0.27434 0.31
H -3.72407 6.04532 0.17986 0.38
H -5.62296 4.62195 0.87291 0.36
H -5.30546 2.16829 1.08269 0.38
H -3.10007 1.17212 0.59570 0.44
```

Computed properties:
HOMO-LUMO gap, eV: 7.0
2S+1: 1
LUMO energy, eV: -0.1

DFT (wB97M-V/def2-TZVPD) results for one molecule with the formula C4H4N4O at a distorted geometry.

```
13
Properties=species:S:1:pos:R:3:mulliken_charge:R:1
N 3.23283 0.63814 -0.63609 -0.43
C 2.33370 0.07705 -0.01634 0.26
C 1.07789 -0.52604 0.82632 -0.39
N -0.07647 -0.67411 -0.13349 0.24
C -1.08496 0.45553 -0.71886 -0.22
C -1.36843 1.52267 0.17233 0.16
N -1.42862 2.83723 0.27857 -0.41
N -0.57916 -1.88505 0.15632 -0.05
O -1.64138 -1.91666 -0.30356 -0.48
H 1.27401 -1.48479 1.39144 0.41
H 0.84607 0.33840 1.32811 0.28
H -1.98702 -0.37912 -0.76942 0.40
H -0.59846 0.99676 -1.57533 0.23
```

Computed properties:
Energy above the lowest of the compared OMol25 structures with the same formula, charge and spin, kJ/mol: 712.16
HOMO-LUMO gap, eV: 10.0
SMILES: N#CCN(CC#N)N=O
2S+1: 1
LUMO energy, eV: -0.4

DFT (wB97M-V/def2-TZVPD) results for C39H34N5RuSi as an isolated structure.

```
80
Properties=species:S:1:pos:R:3:mulliken_spin:R:1
Ru -0.32225 -0.33179 0.45085 3.91
C -0.27221 0.43710 4.05052 0.10
C 0.79720 -0.56230 3.73115 -0.05
C 1.78067 -0.87653 4.66852 0.00
C 2.73920 -1.81690 4.36172 0.00
C 2.67727 -2.47231 3.13663 -0.01
C 1.68183 -2.11789 2.25698 0.00
N 0.78632 -1.14844 2.52837 0.15
C 1.44418 -2.86127 0.98448 0.03
C 2.27062 -3.85207 0.48096 0.00
C 1.85560 -4.54282 -0.64658 0.00
C 0.61792 -4.27118 -1.20742 0.00
C -0.15173 -3.26468 -0.64695 0.02
N 0.29380 -2.55760 0.38910 0.07
C -1.55219 -2.93890 -1.04918 0.00
C -2.25136 -3.70257 -1.95564 -0.01
C -3.59503 -3.41357 -2.16228 0.00
C -4.18993 -2.41803 -1.41698 0.00
C -3.42418 -1.68364 -0.51334 -0.05
C -4.04522 -0.64250 0.36536 0.09
N -2.11131 -1.91280 -0.38214 0.12
H -0.46696 0.46140 5.12124 0.00
H -1.19740 0.19396 3.53289 0.00
H 0.04254 1.43586 3.74865 -0.03
H 1.76792 -0.38809 5.63413 0.00
H 3.50923 -2.07307 5.07932 0.00
H 3.37652 -3.26308 2.90278 0.00
H 3.21220 -4.09164 0.95477 0.00
H 2.48378 -5.31596 -1.06989 0.00
H 0.26487 -4.84212 -2.05455 0.00
H -1.78321 -4.52777 -2.47420 0.00
H -4.17542 -3.99359 -2.86919 0.00
H -5.24737 -2.20943 -1.50886 0.00
H -5.13106 -0.69676 0.32799 0.00
H -3.74954 0.35270 0.04066 -0.01
H -3.72338 -0.78014 1.39785 -0.01
C -0.54534 -0.65591 -4.12333 0.01
C 0.77527 -0.74838 -4.52238 0.00
C 1.77929 -0.62096 -3.57474 0.00
C 1.43691 -0.42312 -2.24910 0.06
N 0.15559 -0.37583 -1.86013 0.07
C -0.81006 -0.47059 -2.78073 -0.01
C 2.45287 -0.16128 -1.18698 0.03
C 3.81251 -0.13156 -1.44380 0.00
C 4.68311 0.24159 -0.43110 0.00
C 4.16995 0.59643 0.80302 0.01
C 2.80341 0.52203 0.98760 0.00
N 1.96527 0.12638 0.02531 0.01
H -1.36037 -0.72013 -4.83149 0.00
H 1.02869 -0.89912 -5.56373 0.00
H 2.81366 -0.65917 -3.88144 0.00
H -1.82752 -0.38430 -2.42317 -0.02
H 4.20040 -0.37798 -2.42092 0.00
H 5.74926 0.27320 -0.61653 0.00
H 4.80781 0.92929 1.61067 0.00
H 2.35580 0.80092 1.93229 0.00
C -3.75920 3.38054 -2.80302 0.03
C -2.42231 3.02139 -2.92479 -0.02
C -1.73048 2.54035 -1.82189 0.03
C -2.35735 2.41384 -0.57402 0.04
C -3.70623 2.78447 -0.47361 0.06
C -4.39980 3.26470 -1.57548 0.00
Si -1.48521 1.87853 0.97799 0.15
C 0.03021 2.90851 1.30467 0.05
C 0.14985 3.53520 2.55539 0.08
C 1.21712 4.37859 2.83155 -0.01
C 2.18926 4.60756 1.86483 0.04
C 2.08754 3.99991 0.61820 -0.02
C 1.02351 3.15381 0.34483 0.02
H -4.29822 3.76445 -3.66015 0.00
H -1.91653 3.12858 -3.87661 0.00
H -0.68841 2.27165 -1.94343 0.01
H -4.21678 2.72516 0.48320 0.00
H -5.43494 3.56650 -1.47150 0.00
H -2.41597 2.06554 2.10511 0.03
H -0.62221 3.40456 3.30635 0.00
H 1.27797 4.87511 3.79228 0.00
H 3.01609 5.27428 2.07741 0.00
H 2.83361 4.19488 -0.14264 0.00
H 0.97006 2.68874 -0.63170 0.00
```

Computed properties:
<S²>: 8.76
Energy above the lowest of the compared OMol25 structures with the same formula, charge and spin, kJ/mol: 0.00
HOMO-LUMO gap (spin up / spin down), eV: 6.8 / 6.5
Total charge: +2
2S+1: 6
LUMO energy (spin up / spin down), eV: -5.6 / -7.3

DFT (wB97M-V/def2-TZVPD) results for C20H24FN8O4RuS as an isolated structure at a distorted geometry.

```
59
Properties=species:S:1:pos:R:3:mulliken_charge:R:1
Ru -0.60128 -0.28061 -0.49621 0.88
N -2.44614 -0.05985 -1.91925 -0.32
C -3.10042 -1.35206 -2.18734 -0.44
C -2.07096 -2.27099 -2.77493 -0.94
N -0.87004 -2.26009 -1.94273 0.12
C -0.64666 -3.44429 -1.10113 -0.97
C -1.28623 -3.23056 0.24764 -0.46
N -0.69798 -1.99687 0.81432 -0.33
H -3.12900 0.58891 -1.53748 0.31
H -2.10098 0.32404 -2.79464 0.26
H -3.92594 -1.25775 -2.89412 0.48
H -3.51153 -1.72814 -1.25212 0.29
H -1.80523 -1.92407 -3.77415 0.45
H -2.48679 -3.27442 -2.87000 0.34
H -0.05565 -2.10057 -2.51944 0.41
H 0.42758 -3.58608 -0.97891 0.40
H -1.05002 -4.34587 -1.56380 0.43
H -1.10761 -4.09223 0.88975 0.47
H -2.36215 -3.09383 0.15532 0.25
H 0.26991 -2.17775 1.06713 0.34
H -1.16819 -1.77177 1.68525 0.23
N -2.06455 2.87906 1.62535 -0.02
C -2.79750 2.01149 2.43584 0.61
C -3.61372 2.24138 3.53417 -1.14
C -4.22619 1.14049 4.09306 -0.55
C -4.04513 -0.14414 3.55723 -0.94
C -3.23106 -0.36782 2.46797 -0.36
C -2.58374 0.73425 1.91251 0.46
N -1.72280 0.85686 0.82194 0.25
C -1.45215 2.16148 0.68594 0.24
C -0.62077 2.61399 -0.41069 -0.25
C -0.21658 3.85068 -0.78959 -0.54
S 0.75604 3.75140 -2.18716 0.03
C 0.57391 2.06806 -2.21202 -0.24
N -0.17036 1.60283 -1.23916 0.54
H -2.01354 3.88062 1.73775 0.28
H -3.77007 3.23721 3.93142 0.45
H -4.86718 1.27050 4.95345 0.44
H -4.56447 -0.97786 4.01237 0.46
H -3.13135 -1.36126 2.04785 0.28
H -0.43201 4.79679 -0.31367 0.45
H 1.02672 1.44107 -2.96666 0.39
F 6.85685 -0.24435 2.24818 -0.26
C 6.15544 0.25210 1.29171 0.14
C 5.19102 -0.50149 0.68620 0.16
N 4.44760 0.00965 -0.32082 0.20
C 3.53311 -0.78053 -1.10962 -1.48
C 2.06921 -0.52982 -0.73298 1.43
O 1.73383 -0.12492 0.38681 -0.66
O 1.20634 -0.80438 -1.61570 -0.63
C 4.52044 1.38895 -0.68830 0.33
O 3.69473 1.83869 -1.44583 -0.58
N 5.55100 2.07427 -0.12926 -0.06
C 6.46317 1.62942 0.85064 0.28
O 7.35146 2.30708 1.25753 -0.49
H 5.03921 -1.53323 0.97670 0.42
H 3.74401 -1.84217 -0.98984 0.52
H 3.63584 -0.51350 -2.15681 0.36
H 5.69853 3.02202 -0.45968 0.28
```

Computed properties:
Energy above the lowest of the compared OMol25 structures with the same formula, charge and spin, kJ/mol: 160.56
HOMO-LUMO gap (spin up / spin down), eV: 2.7 / 2.7
Total charge: +3
2S+1: 1
LUMO energy (spin up / spin down), eV: -12.7 / -12.7

Look up the 2S+1 of the first one.
1

What did the fourth record say?
DFT (wB97M-V/def2-TZVPD) results for C20H24FN8O4RuS as an isolated structure at a distorted geometry.

```
59
Properties=species:S:1:pos:R:3:mulliken_charge:R:1
Ru -0.60128 -0.28061 -0.49621 0.88
N -2.44614 -0.05985 -1.91925 -0.32
C -3.10042 -1.35206 -2.18734 -0.44
C -2.07096 -2.27099 -2.77493 -0.94
N -0.87004 -2.26009 -1.94273 0.12
C -0.64666 -3.44429 -1.10113 -0.97
C -1.28623 -3.23056 0.24764 -0.46
N -0.69798 -1.99687 0.81432 -0.33
H -3.12900 0.58891 -1.53748 0.31
H -2.10098 0.32404 -2.79464 0.26
H -3.92594 -1.25775 -2.89412 0.48
H -3.51153 -1.72814 -1.25212 0.29
H -1.80523 -1.92407 -3.77415 0.45
H -2.48679 -3.27442 -2.87000 0.34
H -0.05565 -2.10057 -2.51944 0.41
H 0.42758 -3.58608 -0.97891 0.40
H -1.05002 -4.34587 -1.56380 0.43
H -1.10761 -4.09223 0.88975 0.47
H -2.36215 -3.09383 0.15532 0.25
H 0.26991 -2.17775 1.06713 0.34
H -1.16819 -1.77177 1.68525 0.23
N -2.06455 2.87906 1.62535 -0.02
C -2.79750 2.01149 2.43584 0.61
C -3.61372 2.24138 3.53417 -1.14
C -4.22619 1.14049 4.09306 -0.55
C -4.04513 -0.14414 3.55723 -0.94
C -3.23106 -0.36782 2.46797 -0.36
C -2.58374 0.73425 1.91251 0.46
N -1.72280 0.85686 0.82194 0.25
C -1.45215 2.16148 0.68594 0.24
C -0.62077 2.61399 -0.41069 -0.25
C -0.21658 3.85068 -0.78959 -0.54
S 0.75604 3.75140 -2.18716 0.03
C 0.57391 2.06806 -2.21202 -0.24
N -0.17036 1.60283 -1.23916 0.54
H -2.01354 3.88062 1.73775 0.28
H -3.77007 3.23721 3.93142 0.45
H -4.86718 1.27050 4.95345 0.44
H -4.56447 -0.97786 4.01237 0.46
H -3.13135 -1.36126 2.04785 0.28
H -0.43201 4.79679 -0.31367 0.45
H 1.02672 1.44107 -2.96666 0.39
F 6.85685 -0.24435 2.24818 -0.26
C 6.15544 0.25210 1.29171 0.14
C 5.19102 -0.50149 0.68620 0.16
N 4.44760 0.00965 -0.32082 0.20
C 3.53311 -0.78053 -1.10962 -1.48
C 2.06921 -0.52982 -0.73298 1.43
O 1.73383 -0.12492 0.38681 -0.66
O 1.20634 -0.80438 -1.61570 -0.63
C 4.52044 1.38895 -0.68830 0.33
O 3.69473 1.83869 -1.44583 -0.58
N 5.55100 2.07427 -0.12926 -0.06
C 6.46317 1.62942 0.85064 0.28
O 7.35146 2.30708 1.25753 -0.49
H 5.03921 -1.53323 0.97670 0.42
H 3.74401 -1.84217 -0.98984 0.52
H 3.63584 -0.51350 -2.15681 0.36
H 5.69853 3.02202 -0.45968 0.28
```

Computed properties:
Energy above the lowest of the compared OMol25 structures with the same formula, charge and spin, kJ/mol: 160.56
HOMO-LUMO gap (spin up / spin down), eV: 2.7 / 2.7
Total charge: +3
2S+1: 1
LUMO energy (spin up / spin down), eV: -12.7 / -12.7